1.
Computed, not measured: one molecule with the formula C4H5N3O2, with the ωB97M-V functional and the def2-TZVPD basis.

Last column: natural (NBO) charge in e.
Cartesian coordinates (Å):
C (1.023, -1.732, -0.080)  -0.6398
C (0.657, -0.323, 0.062)  0.3636
N (1.568, 0.557, 0.146)  -0.4321
C (1.000, 1.795, 0.102)  -0.0819
C (-0.331, 1.649, -0.079)  -0.0967
N (-0.610, 0.317, 0.046)  -0.2796
N (-2.003, -0.203, 0.038)  0.6715
O (-2.169, -1.392, 0.143)  -0.3257
O (-2.820, 0.688, -0.034)  -0.3402
H (2.050, -1.892, 0.003)  0.2496
H (0.566, -2.022, -0.968)  0.2272
H (0.604, -2.511, 0.739)  0.2260
H (1.566, 2.632, 0.145)  0.2079
H (-1.101, 2.438, -0.264)  0.2502

- gap between HOMO and LUMO (eV) = 8.77
- LUMO level (eV) = -0.493
- net charge = 0
- E_HOMO (eV) = -9.265

***

2.
Computed, not measured: one molecule with the formula C4H5N3O2, with the ωB97M-V functional and the def2-TZVPD basis.

Last column: natural (NBO) charge in e.
Cartesian coordinates (Å):
C (-0.011, -0.091, -0.272)  -0.1953
C (0.922, 0.318, -1.113)  -0.0871
C (-0.032, -0.213, 1.160)  0.1784
C (2.957, 0.682, 0.232)  0.8571
N (2.304, 0.588, -0.863)  -0.6163
N (0.990, 0.119, 1.937)  -0.0073
N (-1.192, -0.852, 1.730)  -0.8467
O (1.155, -0.099, 3.166)  -0.4744
O (4.048, 0.742, 0.686)  -0.4325
H (-0.868, -0.330, -0.808)  0.2200
H (0.507, 0.416, -2.071)  0.2181
H (2.796, 0.361, -1.640)  0.4144
H (-1.007, -1.117, 2.656)  0.3938
H (-2.065, -0.465, 1.493)  0.3777

- gap between HOMO and LUMO (spin up / spin down) (eV) = 6.30 / 6.30
- LUMO level (spin up / spin down) (eV) = -1.134 / -1.132
- net charge = 0
- E_HOMO (spin up / spin down) (eV) = -7.431 / -7.431

***

3.
Computed, not measured: one molecule with the formula C4H5N3O2, with the ωB97M-V functional and the def2-TZVPD basis.

Last column: natural (NBO) charge in e.
Cartesian coordinates (Å):
C (-0.102, -1.069, -0.366)  -0.0010
C (-0.227, 1.215, -0.038)  0.0591
C (1.767, 0.186, -0.315)  0.3435
C (-2.290, 0.020, 0.143)  -0.4441
N (1.075, 1.200, -0.054)  -0.3497
N (-0.865, -0.041, -0.116)  -0.3680
N (2.982, -0.252, -0.031)  0.4239
O (3.240, -1.393, 0.375)  -0.4171
O (3.774, 0.612, -0.051)  -0.3551
H (-0.394, -2.084, -0.695)  0.2062
H (-0.929, 1.974, 0.340)  0.2034
H (-2.889, 0.648, -0.468)  0.2365
H (-2.673, -1.000, 0.000)  0.2253
H (-2.468, -0.015, 1.275)  0.2371

- gap between HOMO and LUMO (eV) = 7.72
- LUMO level (eV) = -0.562
- net charge = 0
- E_HOMO (eV) = -8.278

***

4.
Computed, not measured: one molecule with the formula C4H5N3O2, with the ωB97M-V functional and the def2-TZVPD basis.

Last column: natural (NBO) charge in e.
Cartesian coordinates (Å):
C (-1.136, 0.967, 0.338)  -0.6183
C (-0.018, 0.135, -0.150)  0.0704
N (-0.077, 0.042, -1.696)  0.5590
O (-1.211, -0.102, -2.092)  -0.3756
O (0.971, -0.077, -2.252)  -0.3207
C (-0.042, -1.239, 0.434)  0.1278
N (1.014, -1.437, 1.096)  -0.4265
C (1.750, -0.269, 0.940)  0.2447
N (1.242, 0.684, 0.310)  -0.3974
H (-2.080, 0.626, -0.274)  0.2516
H (-0.858, 1.913, 0.012)  0.2324
H (-1.320, 0.890, 1.396)  0.2350
H (-0.911, -1.939, 0.436)  0.2220
H (2.676, -0.193, 1.501)  0.1958

- gap between HOMO and LUMO (eV) = 10.53
- LUMO level (eV) = -0.441
- net charge = 0
- E_HOMO (eV) = -10.972

***

Most stable: 4

***

1.
Computed, not measured: a 2-piece molecular cluster, H5NO overall, with the ωB97M-V functional and the def2-TZVPD basis.

Last column: natural (NBO) charge in e.
Cartesian coordinates (Å):
N (0.000, 0.000, 0.000)  -1.0797
H (-0.321, 0.883, 0.411)  0.3605
H (-0.837, -0.510, -0.300)  0.3745
H (0.524, 0.239, -0.848)  0.3832
O (-0.206, -1.771, -1.175)  -0.9731
H (-0.291, -2.749, -1.108)  0.4647
H (-0.169, -1.460, -0.243)  0.4699

- gap between HOMO and LUMO (eV) = 11.43
- LUMO level (eV) = 1.116
- net charge = 0
- E_HOMO (eV) = -10.314

***

2.
Computed, not measured: a 2-piece molecular cluster, H5NO overall, with the ωB97M-V functional and the def2-TZVPD basis.

Last column: natural (NBO) charge in e.
Cartesian coordinates (Å):
N (-0.170, 0.030, -1.217)  -1.1204
H (-0.078, -0.210, -2.188)  0.3604
H (-0.577, 0.945, -1.139)  0.3604
H (-0.350, -0.642, -0.510)  0.3948
O (0.105, -0.212, 1.459)  -0.9397
H (0.973, -0.561, 1.707)  0.4726
H (0.098, 0.649, 1.887)  0.4719

- gap between HOMO and LUMO (eV) = 9.87
- LUMO level (eV) = 0.941
- net charge = 0
- E_HOMO (eV) = -8.926

***

Most stable: 2

***

1.
Computed, not measured: one molecule with the formula C4H4ClF, with the ωB97M-V functional and the def2-TZVPD basis.

Last column: natural (NBO) charge in e.
Cartesian coordinates (Å):
C (0.491, 1.508, -0.459)  -0.4361
C (-0.144, 0.361, -0.829)  0.3438
F (-0.785, 0.368, -2.043)  -0.3237
C (-0.167, -0.867, -0.057)  -0.0921
C (-0.007, -1.041, 1.272)  -0.3631
Cl (-0.891, -2.171, -0.967)  0.0099
H (0.494, 2.420, -1.063)  0.2260
H (0.849, 1.596, 0.569)  0.2087
H (0.138, -0.175, 1.888)  0.2072
H (0.022, -1.998, 1.690)  0.2194

- gap between HOMO and LUMO (eV) = 9.17
- LUMO level (eV) = -0.007
- net charge = 0
- E_HOMO (eV) = -9.180

***

2.
Computed, not measured: C4H4ClF as an isolated structure, with the ωB97M-V functional and the def2-TZVPD basis.

Last column: natural (NBO) charge in e.
Cartesian coordinates (Å):
C (0.912, 0.295, -0.757)  -0.1191
C (0.428, -0.943, -0.558)  -0.2066
C (0.108, 0.889, 0.381)  0.1310
C (-0.382, -0.547, 0.579)  0.0142
F (-0.826, 1.813, 0.012)  -0.3292
Cl (-2.627, -0.621, 0.050)  -0.3506
H (1.629, 0.739, -1.422)  0.2229
H (0.595, -1.895, -1.020)  0.2315
H (0.663, 1.328, 1.216)  0.1741
H (-0.500, -1.058, 1.519)  0.2317

- gap between HOMO and LUMO (eV) = 9.33
- LUMO level (eV) = -0.778
- net charge = 0
- E_HOMO (eV) = -10.103

***

Most stable: 1

***

1.
Computed, not measured: one molecule with the formula C6H7B, with the ωB97M-V functional and the def2-TZVPD basis.

Last column: natural (NBO) charge in e.
Cartesian coordinates (Å):
B (-0.626, -0.446, -0.271)  0.7711
C (-2.997, 0.272, 0.397)  0.1991
C (-1.710, 0.303, 0.583)  -0.7049
C (-0.574, 0.983, 1.095)  -0.0946
C (0.320, 0.730, 0.055)  -0.2109
C (-0.484, -1.898, -0.699)  -1.0020
C (1.712, 1.289, -0.124)  -0.6432
H (-0.605, 1.388, 2.118)  0.2331
H (0.433, -2.309, -0.142)  0.2601
H (-0.056, -1.883, -1.866)  0.2542
H (-1.334, -2.627, -0.697)  0.2613
H (2.242, 0.730, -0.927)  0.2238
H (2.113, 1.199, 0.855)  0.2248
H (1.565, 2.269, -0.377)  0.2281

- gap between HOMO and LUMO (eV) = 8.88
- LUMO level (eV) = 0.328
- net charge = 0
- E_HOMO (eV) = -8.553

***

2.
Computed, not measured: one molecule with the formula C6H7B, with the ωB97M-V functional and the def2-TZVPD basis.

Last column: natural (NBO) charge in e.
Cartesian coordinates (Å):
B (-1.043, 0.485, 1.898)  0.5769
C (0.114, -0.241, 1.677)  -0.5569
C (1.052, -2.194, 0.514)  0.3835
C (-1.087, 1.544, 0.780)  -0.6901
C (0.892, -1.493, -0.741)  -0.7507
C (-0.068, -0.280, -0.832)  -0.3873
C (0.114, 0.617, 0.378)  -0.2480
H (-1.898, 1.532, 0.059)  0.2305
H (-0.787, 2.569, 0.980)  0.2361
H (1.941, -1.142, -0.849)  0.3005
H (0.708, -2.185, -1.577)  0.2676
H (0.109, 0.262, -1.765)  0.2128
H (-1.093, -0.665, -0.844)  0.2174
H (1.045, 1.191, 0.321)  0.2078

- gap between HOMO and LUMO (spin up / spin down) (eV) = 7.36 / 7.43
- LUMO level (spin up / spin down) (eV) = -0.666 / -0.629
- net charge = 0
- E_HOMO (spin up / spin down) (eV) = -8.030 / -8.062

***

Most stable: 1

***

1.
Computed, not measured: a 2-piece molecular cluster, C2H9N4O overall, with the ωB97M-V functional and the def2-TZVPD basis.

Last column: natural (NBO) charge in e.
Cartesian coordinates (Å):
C (0.868, 1.664, 0.424)  0.1306
C (-0.371, -0.439, 0.543)  0.7674
N (0.375, 0.603, 0.807)  -0.4191
N (0.109, -1.614, 0.237)  -0.7297
N (-2.191, 0.677, 1.665)  -0.4997
N (1.351, -0.566, -2.114)  -1.1319
O (-1.623, -0.534, 1.095)  -0.3493
H (1.481, 2.261, 1.079)  0.2178
H (0.640, 2.081, -0.616)  0.1911
H (-0.546, -2.466, 0.045)  0.4633
H (1.069, -1.616, -0.100)  0.4580
H (-3.098, 0.709, 1.234)  0.3796
H (-2.182, 0.559, 2.643)  0.3753
H (2.244, -0.062, -2.118)  0.3874
H (1.348, -1.216, -2.896)  0.3987
H (0.526, -0.040, -1.928)  0.3605

- gap between HOMO and LUMO (eV) = 9.76
- LUMO level (eV) = -4.071
- net charge = +1
- E_HOMO (eV) = -13.831

***

2.
Computed, not measured: a 2-piece molecular cluster, C2H9N4O overall, with the ωB97M-V functional and the def2-TZVPD basis.

Last column: natural (NBO) charge in e.
Cartesian coordinates (Å):
C (0.698, 0.830, 0.194)  0.2876
C (-1.160, -1.903, 0.643)  -0.2943
N (-0.375, 1.523, 0.485)  -0.7985
N (1.845, 1.338, 0.495)  -0.7638
N (0.055, -1.088, -1.124)  0.2883
N (0.009, -0.428, -2.231)  -0.4947
O (-1.186, -1.191, -0.595)  -0.3178
H (-2.159, -2.158, 0.952)  0.2327
H (-0.725, -1.294, 1.479)  0.2095
H (-0.553, -2.853, 0.610)  0.2267
H (-0.298, 2.542, 0.741)  0.3804
H (0.780, -0.009, -2.750)  0.4359
H (1.655, 2.247, 0.776)  0.3609
H (-0.894, 0.152, -2.523)  0.3990
H (2.786, 1.042, 0.116)  0.4385
H (-1.262, 1.109, 0.339)  0.4098

- gap between HOMO and LUMO (spin up / spin down) (eV) = 7.91 / 7.91
- LUMO level (spin up / spin down) (eV) = -4.783 / -4.782
- net charge = +1
- E_HOMO (spin up / spin down) (eV) = -12.692 / -12.693

***

Most stable: 1

***

1.
Computed, not measured: one molecule with the formula C3H3PS, with the ωB97M-V functional and the def2-TZVPD basis.

Last column: natural (NBO) charge in e.
Cartesian coordinates (Å):
C (-0.040, 0.434, 0.156)  -0.5552
C (-1.187, 0.799, -0.383)  -0.0756
C (0.629, -0.902, 0.147)  -0.6248
P (0.708, 1.966, 0.718)  0.3416
S (-2.487, 1.254, -1.037)  0.2324
H (0.473, -1.207, -0.913)  0.2238
H (0.264, -1.613, 0.991)  0.2304
H (1.640, -0.731, 0.320)  0.2272

- gap between HOMO and LUMO (spin up / spin down) (eV) = 6.33 / 6.33
- LUMO level (spin up / spin down) (eV) = -1.289 / -1.300
- net charge = 0
- E_HOMO (spin up / spin down) (eV) = -7.617 / -7.626

***

2.
Computed, not measured: one molecule with the formula C3H3PS, with the ωB97M-V functional and the def2-TZVPD basis.

Last column: natural (NBO) charge in e.
Cartesian coordinates (Å):
C (-0.012, -0.948, -0.671)  -0.6774
C (-0.323, 0.340, -0.013)  -0.4308
P (-1.638, 1.456, 0.270)  0.5099
C (0.407, 1.125, 0.820)  -0.2078
S (1.554, 1.716, 1.775)  0.0666
H (-0.713, -0.917, -1.587)  0.2512
H (-0.350, -1.823, 0.034)  0.2429
H (1.075, -0.950, -0.629)  0.2454

- gap between HOMO and LUMO (eV) = 6.46
- LUMO level (eV) = -1.326
- net charge = 0
- E_HOMO (eV) = -7.787

***

Most stable: 2